1.
DFT (wB97M-V/def2-TZVPD) results for a molecular structure, C2H8N4.

```
14
Properties=species:S:1:pos:R:3
C -0.47 -1.24 0.41
C -0.43 0.30 0.31
N 1.69 1.32 0.43
N -1.56 1.02 0.20
N 0.29 -1.74 -0.74
N 0.66 0.78 -0.28
H 2.32 0.60 0.77
H 2.27 1.87 -0.21
H -2.39 0.57 -0.15
H -1.43 2.00 0.02
H -0.35 -1.80 -1.53
H 0.89 -0.59 -1.01
H 0.02 -1.53 1.35
H -1.52 -1.56 0.42
```

Values from the calculation:
Energy above the lowest of the compared OMol25 structures with the same formula, charge and spin = 100.5 kcal per mole
DFT total energy = -299.8705 hartree
Lowest unoccupied orbital energy = 0.0089 Ha
Charge = 0

***

2.
DFT (wB97M-V/def2-TZVPD) results for 2 unconnected molecules or ions with the total composition C2H8N4.

```
14
Properties=species:S:1:pos:R:3
H -1.62 -2.73 0.13
N -0.91 -2.02 0.26
C -0.38 -2.06 1.43
N -0.99 -1.92 2.63
H 0.67 -2.36 1.58
H -1.99 -1.88 2.73
H -0.40 -1.86 3.44
H 1.79 3.68 -1.14
N 1.00 3.16 -0.81
C 0.71 1.99 -1.23
N 0.42 1.69 -2.53
H 0.65 1.14 -0.55
H 0.40 0.73 -2.77
H 0.66 2.42 -3.17
```

Values from the calculation:
Energy above the lowest of the compared OMol25 structures with the same formula, charge and spin = 57.3 kcal per mole
DFT total energy = -299.9394 hartree
Lowest unoccupied orbital energy = 0.0347 Ha
Charge = 0
SMILES = [H]/N=C\N.[H]/N=C\N

***

3.
DFT (wB97M-V/def2-TZVPD) results for C2H8N4 in the gas phase.

```
14
Properties=species:S:1:pos:R:3
C -1.10 -1.19 -0.73
N -0.56 0.11 -0.74
C 0.53 0.26 0.18
N -0.65 1.15 0.88
N 1.53 1.12 -0.38
N 0.92 -0.83 0.89
H -1.25 1.78 0.36
H -1.12 0.60 1.60
H 1.26 1.54 -1.26
H 2.46 0.73 -0.31
H 1.55 -0.55 1.63
H -1.14 -1.61 0.30
H -0.35 -1.87 -1.18
H -2.06 -1.23 -1.25
```

Values from the calculation:
Energy above the lowest of the compared OMol25 structures with the same formula, charge and spin = 103.9 kcal per mole
DFT total energy = -299.8652 hartree
Lowest unoccupied orbital energy (spin up / spin down) = -0.0275 / -0.0274 Ha
Charge = 0

***

4.
DFT (wB97M-V/def2-TZVPD) results for 2 unconnected molecules or ions with the total composition C2H8N4O.

```
15
Properties=species:S:1:pos:R:3
C 0.13 0.14 0.49
C 1.25 0.99 -0.13
N -2.41 0.93 0.02
N -2.53 -0.12 -0.49
N -0.37 -2.08 0.07
N -0.32 -0.84 -0.41
O 2.42 0.25 -0.33
H 0.45 -0.28 1.46
H -0.73 0.84 0.68
H 1.52 1.80 0.55
H 0.89 1.42 -1.07
H -3.19 1.61 0.05
H -0.91 -2.71 -0.50
H -0.47 -2.21 1.08
H 2.21 -0.49 -0.91
```

Values from the calculation:
Energy above the lowest of the compared OMol25 structures with the same formula, charge and spin = 124.7 kcal per mole
DFT total energy = -375.1079 hartree
Lowest unoccupied orbital energy (spin up / spin down) = 0.0327 / 0.0256 Ha
Charge = 0

***

5.
DFT (wB97M-V/def2-TZVPD) results for 2 unconnected molecules or ions with the total composition C2H8N4O.

```
15
Properties=species:S:1:pos:R:3
H 0.46 1.15 2.14
N 0.69 0.32 1.58
C 1.96 0.37 1.32
N 2.60 -0.65 0.64
H 2.58 1.18 1.62
H 2.12 -1.52 0.58
H 3.61 -0.67 0.64
N -0.89 0.80 -1.02
C -1.92 0.02 -1.56
N -2.76 -0.54 -0.62
O -2.04 -0.19 -2.77
H -0.44 0.57 -0.13
H -0.28 1.13 -1.77
H -3.35 -1.28 -0.97
H -2.35 -0.69 0.31
```

Values from the calculation:
Energy above the lowest of the compared OMol25 structures with the same formula, charge and spin = 1.2 kcal per mole
DFT total energy = -375.3047 hartree
Lowest unoccupied orbital energy = 0.0232 Ha
Charge = 0
SMILES = [H]/N=C/N.NC(N)=O

***

6.
DFT (wB97M-V/def2-TZVPD) results for a gas-phase ion, C2H8N4O (charge +2).

```
15
Properties=species:S:1:pos:R:3
C 2.02 -2.12 0.36
N 1.31 -1.43 -0.35
C 0.74 -0.68 -1.18
N 0.11 0.50 -0.93
O -0.92 1.05 -1.79
N -0.03 0.83 0.46
N -1.49 0.84 0.88
H 1.56 -2.94 0.99
H 3.16 -2.08 0.29
H 0.62 -0.98 -2.19
H -0.63 1.97 -2.23
H 0.43 1.63 0.72
H -1.66 1.55 1.60
H -1.76 -0.13 1.10
H -2.17 1.18 0.05
```

Values from the calculation:
Energy above the lowest of the compared OMol25 structures with the same formula, charge and spin = 99.6 kcal per mole
DFT total energy = -374.4194 hartree
Lowest unoccupied orbital energy = -0.3139 Ha
Charge = +2
SMILES = C=N/C=[N+](/O)N[NH3+]

***

7.
DFT (wB97M-V/def2-TZVPD) results for C2H8N4S in the gas phase.

```
15
Properties=species:S:1:pos:R:3
N 1.44 1.94 -0.21
N 0.10 1.69 -0.38
C -0.36 0.58 0.11
C 0.49 -0.52 0.76
S 1.40 -1.54 -0.48
N -1.72 0.34 -0.07
N -2.09 -0.96 -0.50
H 2.04 1.16 -0.49
H 1.70 2.75 -0.72
H -0.12 -1.06 1.46
H 1.24 0.00 1.34
H 1.73 -2.51 0.40
H -2.17 1.06 -0.66
H -2.37 -1.47 0.34
H -1.30 -1.47 -0.90
```

Values from the calculation:
Energy above the lowest of the compared OMol25 structures with the same formula, charge and spin = 17.5 kcal per mole
DFT total energy = -698.1407 hartree
Lowest unoccupied orbital energy = 0.0209 Ha
Charge = 0
SMILES = N/N=C(\CS)NN

***

8.
DFT (wB97M-V/def2-TZVPD) results for a gas-phase ion, C2H8N5 (charge +1).

```
15
Properties=species:S:1:pos:R:3
N -2.63 0.57 1.83
C -1.56 -0.17 1.42
N -0.75 0.27 0.48
N -0.24 -0.65 -0.37
C 1.37 -0.26 -0.94
N 1.87 -1.25 -1.68
N 1.95 0.92 -0.78
H -3.14 0.26 2.65
H -3.17 0.99 1.11
H -1.28 -1.20 1.61
H -0.92 1.24 0.14
H 1.43 -2.23 -1.64
H 2.79 -1.34 -2.18
H 1.51 1.77 -0.33
H 2.77 1.08 -1.33
```

Values from the calculation:
Energy above the lowest of the compared OMol25 structures with the same formula, charge and spin = 63.9 kcal per mole
DFT total energy = -354.4549 hartree
Lowest unoccupied orbital energy = -0.1186 Ha
Charge = +1
SMILES = N/C=[NH+]/N=C(N)N

***

9.
DFT (wB97M-V/def2-TZVPD) results for C2H8N6 in the gas phase.

```
16
Properties=species:S:1:pos:R:3
C 2.07 -0.48 0.64
C 1.19 0.24 -0.34
N -2.74 -0.57 -0.32
N -2.01 -1.23 0.45
N -2.33 0.21 -1.20
N -0.71 -0.92 0.51
N -1.05 1.28 -0.08
N -0.18 0.33 0.19
H 1.86 -1.48 0.89
H 2.00 0.15 1.58
H 3.11 -0.55 0.22
H 1.19 -0.08 -1.39
H 1.53 1.37 -0.47
H -3.04 0.85 -1.37
H -0.20 -1.15 1.38
H -0.69 2.02 -0.68
```

Values from the calculation:
Energy above the lowest of the compared OMol25 structures with the same formula, charge and spin = 147.3 kcal per mole
DFT total energy = -409.3019 hartree
Lowest unoccupied orbital energy (spin up / spin down) = 0.0256 / 0.0256 Ha
Charge = 0

***

10.
DFT (wB97M-V/def2-TZVPD) results for a molecular structure, C2H8N6.

```
16
Properties=species:S:1:pos:R:3
C 0.94 2.14 0.26
N -1.23 -1.05 1.22
N 0.30 -0.61 -0.66
C 0.02 1.05 0.62
N 1.43 -1.19 -0.13
N -0.70 0.62 1.48
N -1.25 -1.41 -0.32
N -2.25 -1.10 -1.00
H -2.21 -1.01 1.52
H 0.49 -0.13 -1.55
H 1.19 -1.55 0.79
H 1.81 -1.94 -0.71
H -2.04 -1.07 -2.01
H 0.87 2.38 -0.80
H 0.68 3.04 0.81
H 1.97 1.85 0.48
```

Values from the calculation:
Energy above the lowest of the compared OMol25 structures with the same formula, charge and spin = 198.6 kcal per mole
DFT total energy = -409.2202 hartree
Lowest unoccupied orbital energy (spin up / spin down) = 0.0120 / 0.0120 Ha
Charge = 0

***

11.
DFT (wB97M-V/def2-TZVPD) results for a molecular structure, C2H8N6.

```
16
Properties=species:S:1:pos:R:3
C -1.54 -0.13 -0.18
C 1.90 -0.16 0.23
H 0.50 1.44 -1.17
H 0.74 1.26 0.56
H -1.89 1.96 -0.02
H -2.88 -1.61 0.05
H -0.53 -2.06 -0.02
H 0.43 -0.09 1.86
H 2.61 0.30 0.98
H 1.64 -0.88 -1.67
N 0.22 1.58 -0.19
N -1.18 1.12 0.10
N -2.71 -0.65 -0.43
N -0.39 -1.02 0.10
N 0.75 -0.62 0.72
N 2.33 -0.44 -0.92
```

Values from the calculation:
Energy above the lowest of the compared OMol25 structures with the same formula, charge and spin = 119.0 kcal per mole
DFT total energy = -409.3470 hartree
Lowest unoccupied orbital energy = 0.0199 Ha
Charge = 0

***

12.
DFT (wB97M-V/def2-TZVPD) results for 2 unconnected molecules or ions with the total composition C2H8NO.

```
12
Properties=species:S:1:pos:R:3
C -0.36 0.93 -0.02
O -0.58 -0.17 -0.77
C 0.85 1.75 -0.50
H -0.22 0.68 1.06
H -1.24 1.64 -0.02
H 1.24 2.42 0.28
H 0.60 2.32 -1.39
H 1.66 1.05 -0.75
N -0.32 -2.66 0.78
H -1.31 -2.50 0.95
H -0.23 -3.55 0.29
H -0.10 -1.91 0.11
```

Values from the calculation:
Energy above the lowest of the compared OMol25 structures with the same formula, charge and spin = 2.3 kcal per mole
DFT total energy = -210.9805 hartree
Lowest unoccupied orbital energy = 0.1786 Ha
Charge = -1

***

13.
DFT (wB97M-V/def2-TZVPD) results for 2 unconnected molecules or ions with the total composition C2H8NO.

```
12
Properties=species:S:1:pos:R:3
O -0.50 -2.29 0.94
H -0.97 -2.28 1.79
H -0.04 -3.13 1.06
H -0.52 2.33 -1.20
C 0.31 2.19 -0.51
C 0.27 0.82 0.06
N 0.03 -0.21 -0.67
H 1.21 2.39 -1.05
H 0.26 2.90 0.32
H 0.63 0.60 1.05
H -0.04 -0.05 -1.67
H 0.22 -1.16 -0.30
```

Values from the calculation:
Energy above the lowest of the compared OMol25 structures with the same formula, charge and spin = 8.6 kcal per mole
DFT total energy = -210.7394 hartree
Lowest unoccupied orbital energy = -0.1777 Ha
Charge = +1

***

14.
DFT (wB97M-V/def2-TZVPD) results for 2 unconnected molecules or ions with the total composition C2H8NO.

```
12
Properties=species:S:1:pos:R:3
O 0.98 -0.37 -2.30
H -0.35 -0.28 -0.60
H 1.72 0.05 -2.74
H 1.07 -1.30 -2.51
C 0.14 -0.57 1.44
C -1.08 1.29 0.47
N -0.50 0.16 0.31
H 1.21 -0.37 1.38
H -0.41 -0.28 2.33
H -0.03 -1.62 1.25
H -1.35 1.72 -0.49
H -1.41 1.56 1.46
```

Values from the calculation:
Energy above the lowest of the compared OMol25 structures with the same formula, charge and spin = 22.5 kcal per mole
DFT total energy = -210.7172 hartree
Lowest unoccupied orbital energy = -0.1889 Ha
Charge = +1

***

15.
DFT (wB97M-V/def2-TZVPD) results for 2 unconnected molecules or ions with the total composition C2H8NO.

```
12
Properties=species:S:1:pos:R:3
O -0.82 0.74 2.49
H -0.40 1.56 2.79
H -1.40 0.44 3.21
H -0.16 -0.27 -2.87
C 0.52 -0.22 -2.03
C -0.17 -0.54 -0.77
N 0.29 -0.26 0.40
H 0.96 0.77 -2.04
H 1.35 -0.92 -2.21
H -1.14 -1.04 -0.80
H 1.29 -0.30 0.60
H -0.33 0.02 1.23
```

Values from the calculation:
Energy above the lowest of the compared OMol25 structures with the same formula, charge and spin = 16.8 kcal per mole
DFT total energy = -210.7263 hartree
Lowest unoccupied orbital energy = -0.1836 Ha
Charge = +1

***

16.
DFT (wB97M-V/def2-TZVPD) results for 2 unconnected molecules or ions with the total composition C2H8NO.

```
12
Properties=species:S:1:pos:R:3
C -1.57 1.24 -0.68
C -0.18 1.37 -2.63
N -0.29 1.41 -1.36
H -1.88 2.12 -0.13
H -2.30 0.82 -1.38
H -1.40 0.39 0.00
H -0.94 1.02 -3.31
H 0.75 1.79 -3.03
H 0.53 1.60 -0.78
H 2.63 -3.44 3.99
H 1.49 -3.39 2.95
O 1.70 -3.31 3.86
```

Values from the calculation:
Energy above the lowest of the compared OMol25 structures with the same formula, charge and spin = 35.9 kcal per mole
DFT total energy = -210.6960 hartree
Lowest unoccupied orbital energy = -0.2083 Ha
Charge = +1

***

17.
DFT (wB97M-V/def2-TZVPD) results for 2 unconnected molecules or ions with the total composition C2H8NO2.

```
13
Properties=species:S:1:pos:R:3
C 0.08 -0.46 0.60
O -1.05 0.04 0.28
C 0.89 -1.16 -0.65
N 1.06 -0.14 -1.78
H 0.00 -1.29 1.43
H 0.94 0.15 1.05
H 0.53 -2.21 -0.93
H 1.91 -1.44 -0.38
H 1.67 0.55 -1.32
H 0.09 0.28 -1.72
H -2.75 2.15 1.27
H -1.50 1.38 0.84
O -1.86 2.15 1.30
```

Values from the calculation:
Energy above the lowest of the compared OMol25 structures with the same formula, charge and spin = 20.9 kcal per mole
DFT total energy = -286.2140 hartree
Lowest unoccupied orbital energy = 0.1674 Ha
Charge = -1

***

18.
DFT (wB97M-V/def2-TZVPD) results for 2 unconnected molecules or ions with the total composition C2H8NO2.

```
13
Properties=species:S:1:pos:R:3
C -0.79 -0.83 -0.06
O -1.53 0.25 -0.42
C 0.63 -0.89 -0.70
N 1.58 0.09 -0.02
H -1.42 -1.72 -0.37
H -0.52 -0.93 1.03
H 0.47 -0.82 -1.80
H 1.07 -1.97 -0.51
H 1.79 -0.26 1.00
H 1.07 1.00 0.13
H -0.87 2.90 0.67
H -1.08 1.12 0.13
O -0.40 2.05 0.94
```

Values from the calculation:
Energy above the lowest of the compared OMol25 structures with the same formula, charge and spin = 14.2 kcal per mole
DFT total energy = -286.2247 hartree
Lowest unoccupied orbital energy = 0.1657 Ha
Charge = -1